{"formula": "C10H25N2O2", "method": "wB97M-V/def2-TZVPD", "elements": ["H", "C", "C", "H", "H", "N", "H", "H", "H", "H", "H", "H", "C", "C", "H", "C", "H", "C", "H", "C", "H", "H", "H", "C", "H", "H", "H", "O", "O", "H", "C", "H", "H", "N", "H", "C", "H", "H", "H"], "xyz": [[0.19694, 0.09813, -0.32572], [0.76685, -0.72490, -1.98716], [2.35590, -0.16553, -0.10416], [1.15109, 2.05943, 1.04488], [-1.15510, 0.13143, -2.53255], [-1.15647, -0.60236, -0.57671], [3.06401, -0.67461, -0.76737], [-1.15972, -1.63393, -2.45467], [3.26635, 1.74952, -0.39652], [-2.98160, 2.20485, -0.13610], [2.61192, 2.83182, 1.65247], [-3.76675, -1.77707, 1.17363], [-2.17267, 1.63428, -0.59887], [2.14676, 1.87388, 1.43879], [2.05647, 1.33809, 2.37879], [-2.57622, 0.02329, 1.29611], [3.95143, 0.82624, 0.92700], [1.95421, -1.14629, 1.00310], [1.48282, -3.04823, 1.03845], [3.01264, 1.10241, 0.44656], [-3.40035, 0.68112, 1.57244], [-2.25357, 1.76723, -1.68626], [-3.19599, -1.38957, 2.79166], [-2.92163, -1.39389, 1.74064], [-2.08477, -2.07984, 1.62420], [1.13337, -1.71890, -1.73236], [-1.68158, 0.37332, 1.81461], [-0.90429, 2.09521, -0.15932], [1.43134, -2.31930, 0.41283], [1.19607, -0.68702, 1.65104], [-0.77856, -0.72818, -1.97799], [1.22801, 1.15839, -1.22668], [2.84202, -1.36697, 1.60383], [1.16045, 0.19315, -0.90284], [-1.17286, -1.51174, -0.12762], [-2.35189, 0.15449, -0.21627], [-0.94860, 3.05048, -0.05422], [1.16926, -0.42323, -2.95255], [-3.24237, -0.21714, -0.74578]], "forces_ev_per_angstrom": [[0.568, 0.209, -0.055], [-0.160, -0.417, -0.481], [0.490, -0.338, 0.417], [-0.134, 0.033, 0.033], [-0.038, -0.030, 0.025], [-0.341, -0.356, 0.179], [-0.122, 0.052, 0.019], [0.029, 0.091, 0.022], [0.085, -0.038, -0.058], [0.013, -0.041, -0.032], [-0.008, 0.099, 0.063], [-0.094, -0.105, -0.037], [-0.387, -0.359, -0.364], [0.205, -0.013, -0.081], [-0.082, -0.026, 0.129], [-0.038, -0.203, -0.252], [0.054, -0.046, -0.106], [0.132, 0.388, 0.000], [-0.009, 0.003, 0.009], [-0.222, -0.082, 0.071], [0.021, 0.087, -0.009], [-0.042, -0.007, 0.124], [-0.003, -0.103, 0.088], [0.032, 0.236, -0.031], [0.070, -0.140, 0.029], [0.047, 0.181, -0.048], [0.002, 0.106, 0.017], [0.126, 0.074, 0.112], [-0.113, -0.245, -0.140], [0.119, 0.022, -0.010], [0.111, 0.027, -0.128], [-0.079, -0.137, 0.012], [-0.042, 0.078, -0.028], [-0.247, 0.239, 0.134], [0.041, 0.020, -0.044], [-0.148, 0.647, 0.288], [0.033, 0.006, 0.016], [0.046, 0.042, 0.084], [0.083, 0.046, 0.032]], "lumo_energy_ev": -2.28, "de_lowest_kj_mol": 16.21, "homo_lumo_gap_ev": 11.1, "total_charge": 1}